113
Properties=species:S:1:pos:R:3:forces:R:3:mulliken_charge:R:1 method="wB97M-V/def2-TZVPD" e_lumo_ev=-0.64 orbital_gap_ev=3.08 charge=0
K -2.056417 0.129975 -1.585065 1.342 -0.510 0.308 0.83
K 2.712242 -4.478484 -3.222937 -0.486 1.231 0.969 0.84
K 3.031963 0.381161 2.524951 -0.780 -0.698 -1.181 0.86
P 1.528297 -1.251251 -0.783524 -1.317 1.978 1.815 0.33
O 2.797670 -2.018599 -0.482496 2.521 -0.866 -0.400 -0.83
O 0.692966 -1.290664 0.528202 -1.120 -0.160 1.319 -0.66
O 0.760225 -1.919651 -1.922130 -1.058 -1.118 -2.098 -0.70
O 1.665527 0.286256 -1.047551 0.729 0.203 -0.624 -0.69
C -4.204446 -11.210533 0.808857 -0.113 0.356 0.535 -1.08
C -4.628234 -10.263675 -0.295552 0.369 -0.111 -0.769 -0.17
O -4.351826 -8.858179 -0.022033 0.378 0.023 0.328 -0.33
C -3.227128 -8.234436 -0.407520 2.072 0.072 -1.556 0.75
O -2.343136 -8.643866 -1.186784 -2.378 0.582 2.089 -0.60
O -3.211225 -6.995111 0.157291 0.278 -1.237 0.238 -0.29
C -2.032238 -6.161531 -0.033862 -0.891 0.489 -1.518 -0.59
H -3.121246 -11.251949 0.923135 -0.044 0.204 0.130 0.29
H -4.539092 -12.237290 0.660867 -0.106 0.068 -0.541 0.38
H -4.698668 -10.911840 1.733311 0.337 0.148 0.208 0.29
H -5.707916 -10.303416 -0.439787 0.078 0.149 0.054 0.27
H -4.151795 -10.563670 -1.228882 0.054 0.277 -0.088 0.31
H -2.213196 -5.232249 0.506338 0.210 -0.521 0.591 0.28
H -2.071564 -5.819059 -1.067922 0.224 -0.192 -0.235 0.22
H -1.055282 -6.624748 0.104281 -0.418 -0.235 0.523 0.27
C -3.887854 -4.331540 -4.922960 0.982 1.785 -1.208 -0.97
C -3.272457 -3.102395 -5.735594 0.241 -1.625 0.915 -0.32
O -4.290118 -2.353477 -6.378558 -0.311 0.395 -0.027 -0.32
C -4.962155 -1.427074 -5.685577 0.554 0.857 1.510 0.77
O -4.698766 -1.047288 -4.532634 -0.921 -0.744 -2.627 -0.59
O -5.918463 -0.980228 -6.527171 -0.422 0.960 0.713 -0.32
C -6.842909 0.084298 -6.096598 -0.156 -0.648 0.150 -0.65
H -3.033537 -4.955614 -4.660725 -0.225 -0.044 0.447 0.34
H -4.538821 -4.903508 -5.584176 -0.047 0.098 0.055 0.29
H -4.440207 -3.929424 -4.073659 0.138 -0.354 0.097 0.29
H -2.592241 -3.475770 -6.501108 -0.565 -0.145 -0.487 0.31
H -2.575781 -2.491296 -5.161763 -0.620 0.285 0.564 0.34
H -6.362635 0.930723 -5.605665 0.261 -0.373 0.038 0.30
H -7.637362 -0.338294 -5.481491 0.435 -0.166 0.499 0.30
H -7.421603 0.454310 -6.942943 0.748 -0.231 -0.520 0.25
C 2.438590 -1.357294 9.764748 0.114 0.966 -0.127 -1.13
C 3.048436 -2.641373 9.207308 0.286 1.059 0.072 -0.16
O 2.229285 -3.191101 8.175757 -0.664 -0.738 -0.076 -0.36
C 2.422795 -2.865899 6.902549 2.933 1.532 -1.342 0.82
O 3.204153 -1.960096 6.504391 -2.635 -2.382 0.950 -0.63
O 1.796167 -3.776111 6.141107 -0.607 -0.297 2.093 -0.31
C 1.638910 -3.606190 4.766059 1.630 1.252 -1.450 -0.55
H 2.629158 -1.192880 10.825290 0.070 -0.404 0.076 0.40
H 1.362312 -1.268424 9.617070 -0.066 -0.526 0.024 0.31
H 2.832676 -0.459474 9.288592 0.194 -0.113 -0.295 0.29
H 3.165256 -3.346528 10.030233 -0.421 -0.476 -0.466 0.30
H 4.038293 -2.478875 8.780825 -0.001 0.197 0.088 0.28
H 0.793215 -2.961585 4.526521 0.003 -0.224 -0.042 0.24
H 1.661690 -4.526342 4.182182 -0.659 -0.343 0.770 0.25
H 2.575339 -3.153368 4.440241 -0.197 0.586 -0.426 0.26
C 11.089919 1.106278 -5.171888 -0.244 -0.093 -1.796 -1.05
C 11.162270 1.757203 -3.792321 -0.562 0.203 -1.298 -0.16
O 10.082131 1.319378 -2.936507 1.243 -0.386 0.523 -0.34
C 8.793396 1.615980 -3.148907 0.549 2.364 -3.202 0.79
O 8.349215 2.416488 -3.961245 0.916 -0.463 0.569 -0.60
O 8.091784 0.882809 -2.392840 -1.832 -2.239 2.743 -0.31
C 6.652636 0.833476 -2.450826 -0.836 0.370 -0.161 -0.65
H 11.792178 0.280409 -5.285397 -0.290 -0.276 0.354 0.29
H 11.298152 1.682745 -6.073240 0.857 1.147 0.501 0.34
H 10.128607 0.823786 -5.601029 -0.557 -0.556 1.176 0.32
H 11.230964 2.845022 -3.796951 -0.411 -0.004 -0.200 0.30
H 12.140430 1.407054 -3.462632 -0.543 -0.112 1.205 0.27
H 6.168627 0.724248 -1.480302 0.893 -0.092 0.407 0.25
H 6.325697 -0.051063 -2.997453 0.291 0.213 -0.335 0.26
H 6.203270 1.746531 -2.841351 0.434 -0.105 -0.469 0.31
C -0.044095 3.360788 9.494609 1.011 -0.487 0.438 -1.13
C 0.199366 3.312969 8.003557 -1.643 0.869 -0.161 -0.14
O -0.843010 2.476415 7.495876 -1.889 -1.032 0.096 -0.28
C -0.911469 2.196812 6.215666 3.866 -1.424 -2.606 0.80
O 0.043059 2.490921 5.438488 -3.274 -0.535 1.594 -0.65
O -1.925530 1.319302 5.931041 0.463 1.456 1.406 -0.33
C -1.831466 0.533756 4.757871 0.749 0.509 -1.667 -0.56
H 0.430210 4.241651 9.927309 0.117 -0.016 -0.039 0.37
H 0.432918 2.480052 9.924568 -0.191 -0.004 0.382 0.24
H -1.093014 3.381472 9.790333 0.017 -0.040 -0.413 0.31
H 1.156781 2.917693 7.664131 0.002 0.434 0.130 0.33
H -0.099967 4.290348 7.625095 1.014 0.224 -0.417 0.26
H -1.329061 1.108144 3.979560 0.185 0.002 0.032 0.31
H -2.803465 0.311052 4.317730 -0.189 0.007 0.758 0.27
H -1.248048 -0.376417 4.896828 -0.150 0.005 0.383 0.20
C -2.239864 7.044664 3.702197 0.183 -0.059 0.546 -1.12
C -2.936273 7.064978 2.347679 0.246 1.229 1.051 -0.12
O -3.398622 5.791836 1.973620 1.147 -1.291 -1.098 -0.35
C -2.594038 4.940060 1.283927 -2.186 -3.101 -1.376 0.78
O -3.086057 3.825198 0.924757 2.350 3.945 1.279 -0.61
O -1.370186 5.425327 0.974284 -1.136 0.208 0.776 -0.33
C -0.505475 4.571513 0.223455 -0.216 -0.249 -1.077 -0.64
H -2.740753 6.532730 4.523860 -0.558 -0.325 -0.417 0.30
H -2.125394 8.048050 4.112341 0.278 0.217 -0.395 0.37
H -1.265593 6.561515 3.628420 0.123 0.176 -0.110 0.29
H -2.255403 7.541320 1.642255 -0.044 -0.425 -0.325 0.26
H -3.826272 7.693972 2.367105 -0.078 -0.111 0.141 0.34
H -1.121193 4.050856 -0.509970 0.086 -0.746 0.535 0.28
H 0.099170 3.960367 0.893533 -0.306 -0.204 -0.257 0.29
H 0.132355 5.148614 -0.446040 0.132 0.599 0.661 0.27
C -2.773384 6.441532 -8.708161 0.104 -0.874 -0.423 -1.21
C -2.787055 5.721631 -7.355763 -0.954 1.820 0.406 -0.20
O -1.630684 4.965099 -7.228310 1.597 -1.501 0.578 -0.25
C -1.383595 4.254692 -6.097604 -0.614 -0.079 1.208 0.74
O -2.105446 4.176116 -5.100780 1.319 0.264 -2.107 -0.59
O -0.185481 3.658614 -6.259832 -0.532 -0.051 -0.586 -0.28
C 0.402294 2.994214 -5.133209 0.141 1.236 1.312 -0.59
H -1.979205 7.188088 -8.714368 -0.169 0.133 0.143 0.30
H -3.733921 6.895273 -8.952270 0.042 0.137 0.317 0.36
H -2.537860 5.784570 -9.545438 -0.069 -0.305 0.083 0.32
H -3.669512 5.159802 -7.049636 -0.091 -0.211 -0.594 0.36
H -2.748792 6.564914 -6.666184 0.026 -0.137 0.606 0.27
H -0.153908 2.144242 -4.737883 -0.025 0.070 -0.396 0.26
H 0.480888 3.766360 -4.367879 -0.382 -0.205 0.474 0.26
H 1.459930 2.773478 -5.277323 -0.359 -0.370 -0.948 0.26